Record 1
Formula: C11H10BrEuF3O3S
Source: the OMol25 dataset
Level of theory: ωB97M-V/def2-TZVPD

Last column: Mulliken charge in e.
Cartesian coordinates (Å):
1 Eu 0.6565 -0.7086 -0.9004  1.21
2 Br 2.6966 1.0542 -1.2247  -0.49
3 S -1.6810 1.3223 -2.5996  1.26
4 F -4.2163 1.8329 -1.8477  -0.23
5 F -2.9805 3.6116 -2.1089  -0.22
6 F -2.7130 2.3167 -0.3672  -0.15
7 O -0.3924 1.9694 -2.3262  -0.67
8 O -2.1994 1.3861 -3.9588  -0.66
9 O -1.6610 -0.0425 -1.9815  -0.76
10 C 1.3196 -3.3549 0.4793  -0.36
11 C 2.6639 -2.3065 -1.0830  -0.58
12 C 1.5582 -3.2112 -0.9213  -0.79
13 C -2.9686 2.3350 -1.6943  0.55
14 C 3.0517 -1.8660 0.2267  -0.40
15 C -0.2449 2.3108 1.8406  -0.77
16 C 0.5684 1.1439 1.8066  -0.49
17 C 2.2450 -2.5323 1.1769  -0.43
18 C -1.6281 0.4668 2.0857  -0.81
19 C -0.2868 0.0204 1.9708  -0.46
20 C -1.6061 1.8816 1.9769  -0.14
21 H 0.0943 3.3571 1.7453  0.34
22 H 0.0464 -1.0155 2.0382  0.64
23 H 1.0163 -3.6964 -1.7250  0.49
24 H 2.4018 -2.5349 2.2521  0.40
25 H -2.4774 2.5417 1.9676  0.39
26 H 1.6593 1.1165 1.6129  0.54
27 H -2.5143 -0.1888 2.2018  0.32
28 H 3.8712 -1.1894 0.4416  0.38
29 H 0.6594 -4.0823 0.9409  0.40
30 H 3.0611 -1.9378 -2.0255  0.51

## Properties
Orbital gap (alpha / beta) = 4.117 / 6.839 eV
⟨S²⟩ = 12.22
Multiplicity = 7
Charge = -1

=====

Record 2
Formula: C5H8O5Rb
Source: the OMol25 dataset
Level of theory: ωB97M-V/def2-TZVPD

Last column: Mulliken charge in e.
Cartesian coordinates (Å):
1 Rb 10.2074 7.0153 6.3871  0.92
2 O 9.2609 5.1796 4.7964  -0.93
3 O 6.5660 9.4338 6.8431  -0.30
4 O 8.4890 8.8414 7.7740  -0.53
5 O 8.4896 7.2008 4.1408  -0.88
6 O 7.4005 5.3220 3.6876  -0.79
7 C 6.4484 8.2839 5.9087  0.19
8 C 5.5374 8.7843 4.8367  -1.34
9 C 7.4729 10.9701 8.3106  -1.07
10 C 8.3886 5.9228 4.1779  0.77
11 C 7.6210 9.6398 7.5919  0.69
12 H 5.9237 7.5263 6.4335  0.22
13 H 8.4475 11.4513 8.4941  0.30
14 H 5.5057 8.0196 4.0619  0.35
15 H 5.9490 9.7406 4.3804  0.26
16 H 6.9058 10.9712 9.2439  0.27
17 H 7.4087 8.1141 5.5039  0.12
18 H 6.8621 11.6638 7.7002  0.32
19 H 4.6409 9.1221 5.2698  0.44

## Properties
Orbital gap = 3.720 eV
Charge = -1

=====

Record 3
Formula: C23H25N6O4OsS2
Source: the OMol25 dataset
Level of theory: ωB97M-V/def2-TZVPD

Last column: Mulliken charge in e.
Cartesian coordinates (Å):
1 Os -0.5500 1.0564 0.9407  1.77
2 S 0.2902 1.3693 3.2095  -0.30
3 S -0.7124 3.1415 2.9132  1.08
4 O -1.9373 3.1959 3.7145  -0.58
5 O -1.1989 2.8923 1.3746  -0.73
6 O 0.2452 4.2327 2.8769  -0.59
7 O -1.4770 1.4496 -1.4672  -0.67
8 N -2.6604 -1.0623 1.1936  0.28
9 N 0.1091 -0.7388 0.5892  0.18
10 N -0.3358 3.1145 -2.4790  0.27
11 N 1.2547 1.8590 0.0706  -0.25
12 N 2.2162 1.0557 -0.5823  0.20
13 N -2.4981 0.2968 0.9863  -0.47
14 C 0.8656 -2.4168 -0.9619  -0.09
15 C 1.8004 3.0556 0.1518  0.01
16 C -3.6449 0.7637 0.4922  -0.05
17 C 2.7821 -0.7754 -2.0563  -0.66
18 C -3.9317 -1.3902 0.8718  -0.07
19 C -2.1163 -2.7997 2.6966  -0.44
20 C 3.3987 -2.5070 -3.7815  -1.57
21 C 2.0078 -0.3122 -0.9817  0.71
22 C 0.7004 3.4343 -3.4400  -0.90
23 C 0.1095 -3.5467 3.0947  -0.77
24 C -1.0153 4.1711 -1.6902  -0.80
25 C 3.2827 1.8497 -0.8456  -0.18
26 C 3.0352 3.0994 -0.4248  -1.46
27 C -1.6819 -1.8425 1.8219  0.63
28 C 0.5627 -2.5429 2.2188  0.04
29 C -1.7849 -4.7027 4.3642  -1.48
30 C 2.5834 -2.0655 -2.5823  0.23
31 C -0.6308 1.8648 -2.2535  -0.25
32 C -0.3198 -1.7244 1.5157  -0.59
33 C -1.2749 -3.6950 3.3565  0.12
34 C 0.9887 -1.1283 -0.4649  0.24
35 C 1.6583 -2.8886 -1.9858  -1.08
36 C -4.6037 -0.2405 0.4541  -1.16
37 H -1.8001 4.6574 -2.2824  0.34
38 H -0.2961 4.9339 -1.4604  0.38
39 H 4.2808 -3.0884 -3.4527  0.31
40 H -1.4453 -4.3568 5.3863  0.32
41 H 0.8519 -4.1507 3.5994  0.43
42 H 0.1378 -3.1061 -0.5251  0.54
43 H -4.2816 -2.4184 1.0559  0.49
44 H 2.7943 -3.1981 -4.3648  0.41
45 H -1.3963 3.7470 -0.7599  0.13
46 H 1.3737 4.2397 -3.1372  0.33
47 H 1.3506 2.5794 -3.6484  0.28
48 H -3.8335 1.8085 0.3220  0.48
49 H -0.0351 1.1401 -2.8041  0.58
50 H -5.6490 -0.0713 0.1865  0.42
51 H -1.4578 -5.7119 4.1818  0.38
52 H 3.7016 3.9024 -0.3993  0.61
53 H 1.6232 -2.3308 2.0834  0.51
54 H 3.7465 -1.6813 -4.4108  0.38
55 H -2.8766 -4.6087 4.4002  0.34
56 H 0.3134 3.8128 -4.3969  0.35
57 H 3.5048 -0.1739 -2.5439  0.40
58 H 1.2610 3.8213 0.7309  0.48
59 H 1.5026 -3.9074 -2.3845  0.37
60 H -3.1319 -2.8350 2.9308  0.60
61 H 4.2447 1.4738 -1.2170  0.48

## Properties
Orbital gap (alpha / beta) = 7.582 / 6.693 eV
⟨S²⟩ = 6.02
Multiplicity = 5
Charge = +1

=====

Record 4
Formula: C7H22F5N3ORhSbTe
Source: the OMol25 dataset
Level of theory: ωB97M-V/def2-TZVPD

Last column: Mulliken charge in e.
Cartesian coordinates (Å):
1 Te 0.6947 1.6423 2.3313  2.28
2 Sb 3.5064 0.0553 1.9542  0.87
3 Rh -1.0332 0.0685 0.4460  0.68
4 F 1.2353 1.8932 0.4194  -0.43
5 F 2.1367 1.7489 3.6256  -0.42
6 F 1.0006 3.4859 2.3233  -0.31
7 F -1.0164 2.1838 1.5190  -0.46
8 F -0.3741 1.6523 3.8602  -0.38
9 O 0.6439 -0.1272 2.0074  -0.88
10 N -0.7659 -1.5828 -1.1803  0.17
11 N -2.1670 -1.6933 1.3169  -0.47
12 N -0.9936 1.2149 -1.4939  -0.49
13 C -1.5549 -2.7578 -0.7996  -0.69
14 C -1.5680 -2.8950 0.7252  -0.44
15 C 3.8879 -1.6131 0.5572  -1.11
16 C 5.2428 1.3548 2.2908  -1.04
17 C 3.2141 -1.0090 3.8079  -1.10
18 C -0.4498 0.4004 -2.5799  -0.54
19 C -1.0565 -1.0046 -2.4930  -0.59
20 H 5.6492 1.6640 1.3328  0.37
21 H -3.1771 -1.6651 1.1540  0.25
22 H -0.4251 2.0484 -1.3267  0.27
23 H 4.1183 -0.9177 4.4035  0.43
24 H -0.5457 -2.9891 1.1077  0.30
25 H -1.1636 -3.6786 -1.2479  0.34
26 H 0.2329 -1.7806 -1.1041  0.06
27 H -2.1235 -3.8005 0.9968  0.45
28 H -1.9453 1.5297 -1.6977  0.26
29 H -0.6686 -1.6380 -3.2994  0.35
30 H -2.5781 -2.6215 -1.1576  0.36
31 H 4.9217 2.2184 2.8710  0.35
32 H -0.6758 0.8479 -3.5554  0.41
33 H 4.7764 -2.1083 0.9307  0.41
34 H -2.0179 -1.6850 2.3274  0.27
35 H 3.0390 -2.2930 0.5842  0.32
36 H 3.0112 -2.0571 3.6039  0.37
37 H 4.0666 -1.2376 -0.4445  0.38
38 H 2.3845 -0.5714 4.3572  0.31
39 H -2.1406 -0.9227 -2.6065  0.35
40 H 5.9652 0.7649 2.8441  0.40
41 H 0.6377 0.3571 -2.4727  0.36

## Properties
Orbital gap (alpha / beta) = 7.565 / 8.074 eV
⟨S²⟩ = 6.01
Multiplicity = 5
Charge = +2

=====

Record 5
Formula: C4H4FNS
Source: the OMol25 dataset
Level of theory: ωB97M-V/def2-TZVPD

Last column: Mulliken charge in e.
Cartesian coordinates (Å):
1 S -0.0854 0.6728 -1.6335  -0.04
2 F -0.0103 -3.2559 -0.1126  -0.26
3 N -0.2075 1.2864 2.0846  -0.46
4 C 0.1690 1.6306 0.9854  0.69
5 C 0.0098 -1.8282 -0.1931  -0.07
6 C -0.3416 -1.1603 -1.2752  -0.23
7 C 0.5977 1.5182 -0.2252  -0.76
8 H -0.6724 -1.5846 -2.1989  0.28
9 H 1.3795 2.2301 -0.6135  0.26
10 H -1.0030 1.9243 2.4110  0.29
11 H 0.1643 -1.4333 0.7710  0.29

## Properties
Orbital gap = 9.010 eV
SMILES string = N=C=CS/C=C/F
Charge = 0

=====

Record 6
Formula: C22H15AuN6O2S3
Source: the OMol25 dataset
Level of theory: ωB97M-V/def2-TZVPD

Last column: Mulliken charge in e.
Cartesian coordinates (Å):
1 Au 0.1617 0.1292 0.0128  1.59
2 S 4.6817 6.0580 0.0646  0.27
3 S -0.0493 -4.5119 -0.0471  0.05
4 S 2.2234 -2.8990 0.8758  -0.05
5 O -1.7775 0.0591 0.1414  -0.65
6 O -3.7203 -3.7151 -0.1126  -0.61
7 N 3.0938 5.9567 0.2980  -0.62
8 N -1.4996 -2.1959 -0.0722  -0.65
9 N 0.0958 2.1573 0.1294  -0.61
10 N 2.1552 0.5874 -0.3729  -0.88
11 N -0.1388 -1.8795 0.1252  -0.30
12 N 5.0132 4.5127 -0.2344  -0.62
13 C -5.8794 -0.1822 -0.1416  -0.87
14 C 2.7639 4.6826 0.1493  0.67
15 C 4.7302 1.5600 -0.7612  -0.36
16 C -4.3649 -2.5371 -0.1237  0.35
17 C 4.4225 0.2416 -1.0073  -1.04
18 C -1.0117 2.8618 0.3503  0.22
19 C 3.1239 -0.2146 -0.8064  -0.35
20 C 0.6099 -2.9494 0.2477  0.31
21 C 1.3475 -5.4202 0.6717  -0.63
22 C 0.2656 4.8856 0.4871  -0.33
23 C 2.6084 -4.6171 0.4327  -0.55
24 C -2.2781 -1.1701 -0.0037  0.83
25 C 1.3005 2.7656 0.0827  0.65
26 C -6.5006 -1.4319 -0.1954  -0.37
27 C 3.7062 2.4283 -0.3683  0.24
28 C 3.8676 3.8517 -0.1558  0.57
29 C -4.5108 -0.1146 -0.0823  -0.32
30 C 1.4267 4.1392 0.2527  0.19
31 C 2.4259 1.9089 -0.2018  0.22
32 C -5.7568 -2.5905 -0.1886  -0.73
33 C -0.9513 4.2398 0.5337  -0.84
34 C -3.7258 -1.2826 -0.0724  0.40
35 H 3.4232 -4.9395 1.0792  0.43
36 H -6.4716 0.7214 -0.1519  0.44
37 H -2.7619 -3.5705 -0.0725  0.50
38 H -6.2156 -3.5684 -0.2292  0.46
39 H 5.7331 1.9437 -0.8962  0.58
40 H 0.3403 5.9568 0.6224  0.57
41 H 2.8567 -1.2403 -0.9982  0.90
42 H 5.1726 -0.4533 -1.3559  0.43
43 H -1.8679 4.7840 0.7081  0.48
44 H -7.5797 -1.4873 -0.2461  0.41
45 H -1.9394 2.3094 0.3822  0.21
46 H -4.0237 0.8493 -0.0510  0.30
47 H 2.9291 -4.6605 -0.6069  0.33
48 H 1.3913 -6.3888 0.1752  0.42
49 H 1.1546 -5.5698 1.7331  0.37

## Properties
Orbital gap = 5.348 eV
Charge = +2

=====

no.,F_max (eV/A)
1,2.58
2,2.61
3,2.67
4,4.75
5,3.53
6,0.47